Record 1
DFT (ωB97M-V/def2-TZVPD) results for a molecular structure, C5H20N10O5Tl in a non-equilibrium geometry.

Last column: natural (NBO) charge in e.
CARTESIAN COORDINATES (ANGSTROEM)
Tl  -0.499  -0.948  0.307  1.000
O  -4.268  -4.396  -3.975  -0.491
O  4.658  2.663  -1.692  -0.484
O  -0.501  -3.352  6.207  -0.518
O  2.075  2.769  5.212  -0.508
O  -1.863  1.494  -5.690  -0.492
N  1.990  2.947  7.484  -0.792
N  -3.330  2.543  -7.051  -0.762
N  6.073  4.301  -2.027  -0.749
N  -1.828  1.134  -7.783  -0.729
N  -4.795  -4.886  -6.034  -0.773
N  6.524  2.343  -2.728  -0.762
N  -1.474  -3.124  8.220  -0.731
N  0.418  -4.155  8.085  -0.745
N  -6.287  -5.152  -4.442  -0.757
N  2.871  4.511  6.264  -0.716
C  -5.096  -4.712  -4.798  0.732
C  2.303  3.336  6.282  0.733
C  -0.507  -3.528  7.446  0.733
C  5.725  3.101  -2.118  0.720
C  -2.323  1.744  -6.843  0.727
H  6.337  1.382  -2.975  0.426
H  -2.001  1.489  -8.713  0.407
H  7.390  2.759  -3.040  0.399
H  1.299  -4.310  7.617  0.431
H  5.350  4.912  -1.673  0.421
H  -1.666  -3.606  9.087  0.412
H  2.853  5.090  5.436  0.423
H  6.854  4.735  -2.497  0.418
H  -3.821  -4.798  -6.286  0.424
H  3.102  4.986  7.124  0.401
H  -6.405  -5.465  -3.489  0.433
H  -6.982  -5.230  -5.171  0.408
H  1.580  2.024  7.471  0.413
H  -3.932  2.791  -6.279  0.435
H  -3.549  2.776  -8.009  0.411
H  0.298  -4.366  9.065  0.413
H  -5.451  -5.384  -6.619  0.408
H  -2.187  -2.503  7.866  0.426
H  2.060  3.481  8.339  0.424
H  -0.993  0.603  -7.583  0.430

Values from the calculation:
- Energy: -1297.67133 hartree
- Net charge: +3
- 2S+1: 1
- Energy above the lowest of the compared OMol25 structures with the same formula, charge and spin: 723.6 kJ/mol
- HOMO-LUMO gap: 0.04251 Ha
- E_HOMO: -15.3343 eV

Record 2
DFT (ωB97M-V/def2-TZVPD) results for 4 unconnected molecules or ions with the total composition C5H20N2O4 in a non-equilibrium geometry.

Last column: natural (NBO) charge in e.
CARTESIAN COORDINATES (ANGSTROEM)
O  -1.103  0.756  -2.342  -1.014
O  -3.217  -0.409  -1.139  -1.011
O  1.234  2.485  2.843  -0.735
O  -1.620  3.824  -0.834  -0.938
N  -0.217  -1.102  -0.614  -0.676
N  -0.854  -2.836  -2.131  -0.841
C  0.864  -0.371  0.074  -0.222
C  1.893  0.170  2.453  -0.444
C  2.070  1.649  1.957  -0.075
C  0.231  -2.310  -1.342  -0.041
C  0.924  -0.676  1.607  -0.416
H  1.016  -1.960  -2.022  0.167
H  0.343  2.132  2.825  0.450
H  2.857  -0.326  2.370  0.212
H  -0.925  0.517  -3.259  0.480
H  -0.070  -0.848  2.004  0.199
H  -0.671  0.057  -1.724  0.495
H  1.399  -1.670  1.554  0.202
H  -2.465  -0.049  -1.674  0.499
H  -1.567  -2.170  -2.405  0.372
H  0.738  0.684  -0.169  0.193
H  0.707  -3.121  -0.777  0.174
H  1.743  1.939  0.971  0.182
H  -1.030  -1.273  -0.036  0.392
H  -1.813  3.154  -1.489  0.479
H  1.501  0.384  3.442  0.239
H  -1.369  -3.556  -1.639  0.361
H  3.049  2.027  2.233  0.189
H  1.832  -0.716  -0.272  0.195
H  -1.921  3.426  -0.013  0.460
H  -3.558  0.186  -0.452  0.473

Values from the calculation:
- Energy: -612.92334 hartree
- 2S+1: 1
- Energy above the lowest of the compared OMol25 structures with the same formula, charge and spin: 141.4 kJ/mol
- HOMO-LUMO gap: 0.36527 Ha
- E_HOMO: -9.5874 eV
- Structure (SMILES): NCNCCCCO.O.O.O

Record 3
DFT (ωB97M-V/def2-TZVPD) results for 5 unconnected molecules or ions with the total composition C5H20O5 in a non-equilibrium geometry.

Last column: natural (NBO) charge in e.
CARTESIAN COORDINATES (ANGSTROEM)
O  0.491  2.455  -0.119  -0.737
O  0.301  -0.343  -0.634  -0.762
O  4.655  0.169  1.330  -0.716
O  -0.915  1.318  -2.659  -0.742
O  -2.943  -4.550  -0.200  -0.728
C  0.571  3.230  1.083  -0.257
C  -1.963  0.366  -2.887  -0.251
C  3.570  1.022  1.008  -0.249
C  -2.632  -3.937  1.038  -0.244
C  -0.242  -0.636  0.629  -0.237
H  1.175  2.676  1.805  0.183
H  -0.414  3.485  1.477  0.173
H  3.678  1.440  -0.002  0.164
H  -2.906  -2.894  0.888  0.181
H  -1.331  -0.707  0.536  0.153
H  1.184  4.127  0.911  0.166
H  5.458  0.694  1.263  0.461
H  -2.513  -5.400  -0.314  0.466
H  -0.040  3.006  -0.710  0.478
H  -3.172  -4.367  1.884  0.161
H  -0.136  0.922  -3.056  0.474
H  -1.538  -0.586  -3.192  0.183
H  3.475  1.914  1.650  0.146
H  0.187  0.585  -0.884  0.502
H  0.022  0.122  1.374  0.158
H  -1.559  -3.963  1.250  0.163
H  -2.543  0.216  -1.972  0.174
H  0.145  -1.587  0.991  0.175
H  2.635  0.476  1.112  0.192
H  -2.699  0.749  -3.600  0.167

Values from the calculation:
- Energy: -578.59272 hartree
- 2S+1: 1
- Energy above the lowest of the compared OMol25 structures with the same formula, charge and spin: 194.3 kJ/mol
- HOMO-LUMO gap: 0.38219 Ha
- E_HOMO: -9.6735 eV
- Structure (SMILES): CO.CO.CO.CO.CO

Record 4
DFT (ωB97M-V/def2-TZVPD) results for a molecular structure, C5H21N3Si3 in a non-equilibrium geometry.

Last column: natural (NBO) charge in e.
CARTESIAN COORDINATES (ANGSTROEM)
Si  -1.485  -2.751  1.530  1.094
Si  0.720  -0.907  0.353  1.464
Si  -0.591  -0.619  3.112  1.030
N  1.680  1.277  -1.187  -0.295
N  0.453  0.759  -0.610  -0.683
N  -0.234  -1.532  1.638  -1.704
C  2.445  1.916  -0.155  -0.399
C  2.502  0.351  -2.037  -0.428
C  -1.399  0.093  -2.277  -0.622
C  -1.908  1.393  -0.106  -0.625
C  -0.902  1.187  -1.271  -0.035
H  -1.366  -0.814  -1.817  0.192
H  3.379  2.212  -0.585  0.191
H  -2.401  0.181  -2.831  0.216
H  -1.820  2.330  0.492  0.225
H  -1.167  -3.671  2.622  -0.170
H  2.043  0.110  -2.968  0.209
H  -0.521  -1.675  4.291  -0.162
H  2.730  1.220  0.679  0.163
H  0.608  0.359  3.341  -0.145
H  -0.833  2.140  -1.794  0.208
H  2.013  -0.521  0.888  -0.217
H  3.366  0.959  -2.342  0.199
H  2.938  -0.433  -1.451  0.181
H  -2.875  -2.497  1.694  -0.181
H  -2.857  1.712  -0.649  0.211
H  1.015  -2.037  -0.713  -0.184
H  -1.392  -3.279  0.210  -0.177
H  1.937  2.684  0.322  0.203
H  -2.067  0.451  0.518  0.196
H  -1.827  0.027  3.447  -0.166
H  -0.590  0.044  -3.080  0.211

Values from the calculation:
- Energy: -1235.75917 hartree
- 2S+1: 1
- Energy above the lowest of the compared OMol25 structures with the same formula, charge and spin: 0.0 kJ/mol
- HOMO-LUMO gap: 0.32768 Ha
- E_HOMO: -8.2017 eV

Q: Among the records above, which one has the highest energy above the lowest of the compared OMol25 structures with the same formula, charge and spin?
A: C5H20N10O5Tl